Record 1
A gas-phase ion, C12H14N (charge +1) at a distorted geometry. Source: the OMol25 dataset; level of theory: ωB97M-V with the def2-TZVPD basis set.

Each line ends with the Mulliken charge.
CARTESIAN COORDINATES (ANGSTROEM)
C (2.36377, -0.42357, -0.47197)  -0.032
C (-3.42078, 1.09048, -0.20030)  -0.186
C (-2.43660, 1.84425, -0.36108)  -0.619
C (-3.56939, -0.19773, 0.36860)  0.795
C (-4.66478, -0.73185, 0.83873)  -0.932
C (3.43686, 0.38646, 0.18250)  -0.593
C (-0.99357, 1.58686, -0.18388)  -0.400
C (2.31040, 0.80639, 1.21460)  -0.557
C (-2.25744, -0.83615, 0.35416)  -1.044
C (-1.02580, -0.05356, -0.06801)  1.694
C (-0.96130, -0.74733, -1.49830)  -1.820
C (0.16574, -0.60465, 0.75912)  -1.282
N (1.48907, -0.05754, 0.44575)  0.461
H (2.24864, -1.28628, -1.17362)  0.396
H (-4.87169, -1.58345, 1.44253)  0.362
H (-5.43034, -0.08192, 0.69098)  0.360
H (4.21708, -0.33025, 0.57497)  0.312
H (4.02763, 1.21533, -0.35559)  0.322
H (-0.46192, 1.88844, -1.07261)  0.365
H (-0.68008, 1.93085, 0.76142)  0.423
H (2.61101, 0.30116, 2.14827)  0.308
H (1.99009, 1.85489, 1.45764)  0.327
H (-0.01373, -0.45169, -1.96646)  0.391
H (-1.77273, -0.52779, -2.03385)  0.603
H (-1.10445, -1.84683, -1.46669)  0.407
H (0.24616, -1.71384, 0.41333)  0.356
H (-0.11396, -0.51942, 1.73562)  0.583

Computed properties:
* relative energy (zero: lowest compared OMol25 entry of this formula, charge and spin): 10.130 eV
* charge: +1
* E_HOMO: -11.511 eV
* DFT total energy: -519.79771 a.u.

***

Record 2
A gas-phase ion, C5H9O (charge -1). Source: the OMol25 dataset; level of theory: ωB97M-V with the def2-TZVPD basis set.

Each line ends with the Mulliken charge.
CARTESIAN COORDINATES (ANGSTROEM)
C (2.55612, 0.41602, 0.19284)  -0.814
C (1.23315, 0.45762, 0.23429)  -0.113
C (0.30636, -0.26013, -0.70170)  -0.316
C (-0.93174, -0.80433, 0.00224)  -0.649
C (-2.04781, 0.25326, 0.25391)  -0.367
O (-3.04737, -0.18140, 1.03940)  -0.886
H (3.14923, -0.16075, -0.50425)  0.294
H (3.16414, 0.96283, 0.91738)  0.243
H (0.74939, 1.08320, 0.97204)  0.249
H (0.03128, 0.45822, -1.47969)  0.237
H (0.85746, -1.06803, -1.19694)  0.284
H (-0.69194, -1.23820, 0.96847)  0.287
H (-1.39847, -1.61848, -0.56793)  0.301
H (-1.54883, 1.17066, 0.66284)  0.092
H (-2.38095, 0.52952, -0.79290)  0.160

Computed properties:
* relative energy (zero: lowest compared OMol25 entry of this formula, charge and spin): 0.000 eV
* charge: -1
* E_HOMO: -2.155 eV
* DFT total energy: -271.10667 a.u.

***

Record 3
A molecular structure, C10H24O10V at a distorted geometry. Source: the OMol25 dataset; level of theory: ωB97M-V with the def2-TZVPD basis set.

Each line ends with the Mulliken spin population.
CARTESIAN COORDINATES (ANGSTROEM)
V (0.60637, -0.74436, -1.31501)  2.118
C (-2.83975, -0.44808, 0.75270)  0.000
C (-1.57567, -0.63567, 0.02086)  -0.002
O (-1.19970, 0.18760, -0.90068)  -0.018
O (-0.75363, -1.57739, 0.16634)  -0.028
H (-3.10995, -1.33952, 1.31138)  -0.001
H (-3.62579, -0.23791, 0.02559)  0.000
H (-2.78283, 0.40893, 1.42303)  0.001
C (4.31129, -2.05692, -0.19437)  0.000
C (3.00379, -1.62838, -0.72539)  0.012
O (2.83596, -0.68520, -1.55252)  -0.032
O (1.91723, -2.20281, -0.39551)  -0.044
H (4.23715, -2.22648, 0.87858)  0.000
H (5.06316, -1.28535, -0.37017)  -0.001
H (4.71882, -2.94070, -0.68258)  0.001
C (-1.19879, -2.14473, 3.97770)  0.000
C (0.04999, -2.81667, 3.41762)  -0.004
O (1.14866, -2.78363, 4.29530)  0.000
O (-1.49526, -2.54640, 5.32114)  0.000
H (-2.04340, -2.50150, 3.37935)  0.000
H (-1.12101, -1.06149, 4.06889)  0.000
H (0.24567, -2.28541, 2.48402)  0.005
H (-0.25675, -3.84086, 3.18419)  0.000
H (1.16576, -3.61004, 4.78191)  0.000
H (-0.98677, -3.30711, 5.61150)  0.000
C (1.47025, 1.69651, 0.51824)  0.007
C (1.95421, 1.98895, -0.86771)  -0.004
O (1.08445, 1.33453, -1.84928)  -0.005
O (1.19383, 0.26197, 0.69421)  -0.010
H (0.48532, 2.12749, 0.67057)  0.000
H (2.29572, 1.98569, 1.16449)  0.000
H (2.98010, 1.70472, -1.09437)  0.000
H (1.89550, 3.07183, -1.00785)  -0.001
H (1.33761, 1.75392, -2.68099)  0.004
H (1.69456, -0.02231, 1.46598)  0.002
C (-2.38855, 3.03692, -4.44038)  0.000
C (-2.33404, 3.40807, -2.99230)  0.000
O (-2.89705, 2.36261, -2.17134)  0.000
O (-1.31327, 2.14161, -4.76122)  0.000
H (-2.29655, 3.93191, -5.05463)  0.000
H (-3.34658, 2.56991, -4.66412)  0.000
H (-2.97809, 4.27428, -2.80190)  0.000
H (-1.36640, 3.70233, -2.58062)  0.000
H (-2.19907, 1.71706, -2.02578)  0.002
H (-1.58648, 1.26206, -4.48484)  0.000

Computed properties:
* multiplicity: 3
* ⟨S²⟩: 2.03
* charge: +1
* E_HOMO (alpha / beta): -12.411 / -12.411 eV
* DFT total energy: -2091.60844 a.u.

***

Record 4
A single C11H9NO4 molecule. Source: the OMol25 dataset; level of theory: ωB97M-V with the def2-TZVPD basis set.

Each line ends with the Mulliken charge.
CARTESIAN COORDINATES (ANGSTROEM)
C (1.03335, -3.07326, 2.59753)  -0.898
O (0.30473, -1.89697, 2.33809)  -0.433
C (0.41660, -1.31344, 1.11525)  0.314
C (1.21067, -1.79893, 0.07117)  -0.593
C (1.24346, -1.13636, -1.13606)  -1.043
C (0.49570, 0.02277, -1.33739)  -0.031
N (0.52061, 0.66834, -2.54418)  -0.044
C (-0.20081, 1.79612, -2.87358)  -0.018
O (-0.11839, 2.28056, -3.98472)  -0.679
C (-1.01817, 2.30732, -1.78454)  -0.520
C (-1.05048, 1.72914, -0.56074)  0.824
C (-1.89820, 2.40061, 0.46880)  0.183
O (-2.98002, 2.87371, 0.24388)  -0.540
O (-1.31471, 2.48037, 1.66990)  -0.445
C (-0.29584, 0.53278, -0.28490)  1.360
C (-0.32741, -0.15764, 0.92570)  -0.663
H (0.73956, -3.88596, 1.92554)  0.353
H (0.78803, -3.34912, 3.62170)  0.244
H (2.11209, -2.90484, 2.51855)  0.352
H (1.79986, -2.69355, 0.19229)  0.424
H (1.85169, -1.51966, -1.94220)  0.339
H (1.10224, 0.28567, -3.28069)  0.178
H (-1.60009, 3.19197, -1.99291)  0.505
H (-1.88671, 2.96490, 2.28724)  0.327
H (-0.92774, 0.19546, 1.74628)  0.502

Computed properties:
* relative energy (zero: lowest compared OMol25 entry of this formula, charge and spin): 0.960 eV
* charge: 0
* E_HOMO: -8.198 eV
* DFT total energy: -780.32653 a.u.

***

Record 5
A molecular structure, C55H62CrN5OP4S2 at a distorted geometry. Source: the OMol25 dataset; level of theory: ωB97M-V with the def2-TZVPD basis set.

Each line ends with the Mulliken spin population.
CARTESIAN COORDINATES (ANGSTROEM)
Cr (-0.01155, -0.47063, 0.52473)  3.571
S (-1.88885, 1.59281, -1.71618)  0.007
P (0.04512, 1.32009, -2.14381)  -0.036
C (0.97625, 0.23420, -1.16828)  0.006
P (1.72200, -1.23233, -1.75218)  -0.011
S (0.93724, -2.98568, -1.25885)  0.025
C (3.44025, -1.19400, -1.06237)  -0.040
C (4.15788, -2.36948, -0.87112)  -0.006
C (5.46316, -2.32326, -0.40329)  0.001
C (6.06102, -1.10217, -0.12239)  -0.002
C (5.35517, 0.07440, -0.32684)  0.000
C (4.05281, 0.02482, -0.80361)  0.037
C (2.33487, -1.39004, -3.49135)  0.016
C (3.15717, -0.41645, -4.05051)  -0.005
C (3.66568, -0.57387, -5.32893)  0.000
C (3.37959, -1.72073, -6.05767)  0.001
C (2.56980, -2.69886, -5.50334)  0.001
C (2.04611, -2.53203, -4.23008)  -0.001
C (0.04732, 1.23028, -3.97758)  0.010
C (-0.52806, 0.08735, -4.52508)  -0.006
C (-0.70903, -0.03000, -5.89154)  0.001
C (-0.30963, 0.99911, -6.73203)  0.000
C (0.25504, 2.14434, -6.19656)  0.001
C (0.42372, 2.26774, -4.82442)  0.013
C (0.81458, 2.98254, -1.91635)  0.014
C (0.12429, 4.05712, -1.36859)  -0.007
C (0.73643, 5.29937, -1.24982)  0.000
C (2.03966, 5.48411, -1.68852)  0.000
C (2.73817, 4.41374, -2.23341)  0.003
C (2.13442, 3.17046, -2.32746)  0.000
H (3.67068, -3.31693, -1.06625)  -0.002
H (6.01788, -3.24218, -0.25188)  0.000
H (7.07543, -1.06736, 0.25862)  0.000
H (5.81785, 1.03238, -0.11608)  0.000
H (3.47820, 0.92989, -0.95984)  0.000
H (3.40249, 0.46828, -3.47687)  -0.001
H (4.29064, 0.20034, -5.75879)  0.000
H (3.78996, -1.84511, -7.05295)  0.000
H (2.33692, -3.59436, -6.06862)  0.000
H (1.40919, -3.28655, -3.78531)  0.006
H (-0.83892, -0.70846, -3.86028)  0.013
H (-1.15828, -0.92835, -6.29676)  0.000
H (-0.44878, 0.91010, -7.80313)  0.000
H (0.55549, 2.95603, -6.84935)  0.000
H (0.83608, 3.18192, -4.42121)  0.001
H (-0.90298, 3.90988, -1.05957)  0.000
H (0.19149, 6.13786, -0.82977)  0.000
H (2.50713, 6.45939, -1.61827)  0.000
H (3.75187, 4.55578, -2.59111)  0.000
H (2.67753, 2.32602, -2.73513)  -0.009
N (-2.16791, -2.57477, 0.57150)  -0.006
P (-2.07063, -1.23638, -0.57126)  0.277
C (-3.73198, -0.54147, -0.15456)  -0.043
C (-3.75292, 0.57983, 0.67430)  0.082
C (-4.95593, 1.11305, 1.10675)  0.010
C (-6.15352, 0.52370, 0.72400)  -0.001
C (-6.14209, -0.60016, -0.08857)  0.002
C (-4.93638, -1.13756, -0.51850)  0.010
C (-2.51675, -2.20238, -2.06473)  0.024
C (-2.19646, -3.55488, -2.17651)  0.002
C (-2.48006, -4.25093, -3.34199)  0.001
C (-3.08454, -3.61029, -4.41266)  0.000
C (-3.41798, -2.26797, -4.30632)  0.000
C (-3.13783, -1.56905, -3.14302)  -0.001
C (-1.93594, -2.24208, 1.87992)  0.014
C (-2.54241, -2.93534, 2.93001)  -0.019
C (-2.34698, -2.50821, 4.22675)  0.019
C (-1.58943, -1.35934, 4.43611)  -0.007
C (-1.01343, -0.73910, 3.35090)  0.081
N (-1.12868, -1.17786, 2.08824)  -0.214
H (-2.88282, -3.27646, 0.44133)  -0.004
H (-2.80574, 1.03068, 0.95006)  -0.045
H (-4.96562, 1.99193, 1.74052)  0.000
H (-7.09550, 0.94271, 1.05704)  0.000
H (-7.07450, -1.06403, -0.38830)  0.000
H (-4.93456, -2.02183, -1.14405)  0.000
H (-1.69970, -4.05649, -1.36062)  0.002
H (-2.21102, -5.29745, -3.41896)  0.000
H (-3.28435, -4.15348, -5.32868)  0.000
H (-3.88357, -1.75599, -5.13971)  0.000
H (-3.38386, -0.51923, -3.06658)  -0.001
H (-3.16291, -3.79472, 2.71205)  -0.001
H (-2.79437, -3.04286, 5.05414)  0.002
H (-1.44661, -0.95427, 5.42852)  0.000
H (-0.43260, 0.16594, 3.46526)  0.007
C (1.75519, -0.97142, 1.60186)  0.127
H (1.58684, -1.18843, 2.66951)  -0.008
H (2.56445, -0.22811, 1.56055)  -0.016
H (2.17556, -1.89227, 1.18064)  0.050
O (0.24346, 1.75550, 1.83692)  -0.043
P (0.79629, 2.75195, 2.76921)  0.046
N (0.87210, 2.19597, 4.34980)  0.009
C (1.83971, 1.10070, 4.58808)  0.005
C (2.54253, 1.44357, 5.91490)  0.000
C (2.23419, 2.92664, 6.14670)  0.000
C (0.84312, 3.05917, 5.53018)  0.000
N (2.31040, 3.19989, 2.29163)  0.008
C (3.15130, 4.22696, 2.90182)  0.000
C (3.91463, 4.83025, 1.72255)  0.000
C (4.04895, 3.63433, 0.77342)  -0.001
C (2.67688, 2.98356, 0.87834)  0.005
N (-0.16347, 4.13380, 2.95476)  -0.006
C (0.01712, 5.21685, 1.97108)  0.004
C (-1.34821, 5.93488, 1.90730)  0.001
C (-2.23458, 5.19770, 2.92476)  -0.001
C (-1.60115, 3.81566, 2.96764)  0.001
H (2.53696, 1.03984, 3.75014)  -0.002
H (1.32829, 0.13937, 4.65364)  0.003
H (3.60967, 1.22928, 5.87346)  0.000
H (2.10917, 0.85388, 6.72523)  0.000
H (2.94644, 3.55787, 5.61429)  0.000
H (2.24919, 3.20063, 7.20239)  0.000
H (0.56603, 4.07394, 5.25508)  0.000
H (0.10067, 2.67045, 6.23982)  0.000
H (3.85815, 3.76356, 3.60200)  0.000
H (2.55872, 4.96184, 3.45511)  0.000
H (4.86990, 5.25604, 2.03046)  0.000
H (3.31514, 5.61024, 1.24558)  0.000
H (4.82569, 2.95410, 1.13193)  0.000
H (4.27632, 3.92728, -0.25000)  0.000
H (2.66076, 1.91901, 0.65278)  0.048
H (1.97314, 3.47868, 0.20461)  -0.008
H (0.29616, 4.83608, 0.98468)  -0.003
H (0.81124, 5.88635, 2.31167)  0.000
H (-1.76775, 5.84585, 0.90481)  0.000
H (-1.24988, 6.99403, 2.14328)  0.000
H (-3.28251, 5.16601, 2.62777)  0.000
H (-2.16288, 5.66752, 3.90781)  0.000
H (-1.88458, 3.23717, 2.07912)  -0.010
H (-1.84556, 3.23194, 3.85690)  0.000

Computed properties:
* multiplicity: 5
* ⟨S²⟩: 6.03
* charge: -1
* E_HOMO (alpha / beta): -3.100 / -3.773 eV
* DFT total energy: -5688.50694 a.u.

***

Record 6
3 unconnected molecules or ions with the total composition C5H15NO2 at a distorted geometry. Source: the OMol25 dataset; level of theory: ωB97M-V with the def2-TZVPD basis set.

Each line ends with the Mulliken charge.
CARTESIAN COORDINATES (ANGSTROEM)
C (1.11395, -1.36872, 1.70839)  -1.571
C (1.01625, -0.21667, 0.64221)  0.728
C (2.04602, 0.84155, 0.60152)  -1.233
C (0.05266, -0.18112, -0.29950)  0.469
C (-0.01570, 1.01297, -1.37059)  -1.043
N (-0.96850, -1.07376, -0.28283)  -0.433
H (1.62211, -0.93714, 2.56654)  0.386
H (1.55823, -2.32529, 1.35467)  0.294
H (0.23547, -1.61707, 2.20975)  0.464
H (2.52261, 0.98991, 1.64898)  0.320
H (1.64637, 1.92683, 0.20038)  0.164
H (2.91938, 0.65774, 0.01663)  0.253
H (0.52665, 1.88427, -1.16608)  0.383
H (0.12838, 0.34927, -2.39666)  0.153
H (-1.08991, 1.27979, -1.60564)  0.298
H (-0.69186, -1.91487, 0.20626)  0.182
H (-1.88550, -1.14590, -0.79211)  0.187
O (-4.56187, 4.23031, 2.80000)  -0.629
H (-4.77382, 4.32484, 3.67530)  0.302
H (-4.94726, 3.34892, 2.52396)  0.327
O (1.17367, -3.46685, -3.76960)  -0.602
H (1.12497, -2.60567, -3.94010)  0.287
H (1.24768, -3.99332, -4.53147)  0.311

Computed properties:
* relative energy (zero: lowest compared OMol25 entry of this formula, charge and spin): 3.122 eV
* charge: 0
* E_HOMO: -7.222 eV
* DFT total energy: -404.64032 a.u.

***

Look up the charge of the fifth one. -1

***

What is the formula in the second record? C5H9O

***

Copy entry 6 word for word.
3 unconnected molecules or ions with the total composition C5H15NO2 at a distorted geometry. Source: the OMol25 dataset; level of theory: ωB97M-V with the def2-TZVPD basis set.

Each line ends with the Mulliken charge.
CARTESIAN COORDINATES (ANGSTROEM)
C (1.11395, -1.36872, 1.70839)  -1.571
C (1.01625, -0.21667, 0.64221)  0.728
C (2.04602, 0.84155, 0.60152)  -1.233
C (0.05266, -0.18112, -0.29950)  0.469
C (-0.01570, 1.01297, -1.37059)  -1.043
N (-0.96850, -1.07376, -0.28283)  -0.433
H (1.62211, -0.93714, 2.56654)  0.386
H (1.55823, -2.32529, 1.35467)  0.294
H (0.23547, -1.61707, 2.20975)  0.464
H (2.52261, 0.98991, 1.64898)  0.320
H (1.64637, 1.92683, 0.20038)  0.164
H (2.91938, 0.65774, 0.01663)  0.253
H (0.52665, 1.88427, -1.16608)  0.383
H (0.12838, 0.34927, -2.39666)  0.153
H (-1.08991, 1.27979, -1.60564)  0.298
H (-0.69186, -1.91487, 0.20626)  0.182
H (-1.88550, -1.14590, -0.79211)  0.187
O (-4.56187, 4.23031, 2.80000)  -0.629
H (-4.77382, 4.32484, 3.67530)  0.302
H (-4.94726, 3.34892, 2.52396)  0.327
O (1.17367, -3.46685, -3.76960)  -0.602
H (1.12497, -2.60567, -3.94010)  0.287
H (1.24768, -3.99332, -4.53147)  0.311

Computed properties:
* relative energy (zero: lowest compared OMol25 entry of this formula, charge and spin): 3.122 eV
* charge: 0
* E_HOMO: -7.222 eV
* DFT total energy: -404.64032 a.u.